(1)
C27H49HfN5O4P3 | ωB97M-V with the def2-TZVPD basis set

Geometry as ORCA input:
```
! RIJCOSX wB97M-V def2-TZVPD def2/J DEFGRID3
* xyz 3 1
C 2.1332 -2.4501 -3.2432
C -2.3543 2.8132 -1.1241
H -2.6649 -4.4612 -0.5777
C 1.1929 -1.4487 -3.4075
H 2.3775 -3.1190 -4.0590
H 5.4278 0.4990 1.6782
P -1.1853 -2.6902 0.3385
C -0.2360 0.0192 5.0720
H 0.5567 3.4267 -1.5925
N -3.2799 1.7559 -1.2643
P -0.3655 0.7585 -2.6428
H 1.5347 -3.4265 -0.2400
O -1.3084 -1.1872 0.2660
H -3.2121 -1.3537 -3.8019
H -2.7256 -0.7248 4.2691
H -4.1581 2.0449 -1.6802
O -1.5952 2.6767 0.0053
C 2.7818 -2.5392 -2.0224
H -1.5776 -1.9856 -3.5831
H 0.4046 -0.8034 4.7450
H 2.0075 2.4059 -1.8103
H 1.0814 1.2003 -5.2953
H 1.7625 3.8485 -2.7862
H 2.3446 1.1772 -4.0574
C 1.5307 1.7673 -4.4829
H -0.9228 -0.3700 5.8271
H -3.8192 0.0116 -0.5212
H 0.3858 0.7658 5.5614
H -0.2636 2.8068 -3.8273
H -4.2368 -4.1145 -0.1157
C 0.2675 -3.0794 1.3926
H -0.8211 3.4791 2.8156
H -0.6766 -0.4677 -5.6029
C -1.4320 0.2421 -5.2698
N 1.2129 -3.9416 0.5958
C -2.2517 -1.1712 -3.3152
N -3.3156 -4.3816 0.2305
H 0.5993 3.6726 0.7925
H 0.7562 -4.7869 0.2435
C 0.5333 2.1906 -3.4035
H 2.0320 -4.2111 1.1448
H -2.3599 -0.0103 -5.7875
C -2.7186 -3.3397 1.1580
Hf -0.7980 0.9138 -0.0403
H -2.6967 -0.0855 2.6236
C 0.7677 3.3608 4.2535
H 2.1725 0.7686 4.4026
C -1.0502 0.5902 3.9116
N -3.3470 0.8373 -0.1743
P -0.0649 1.2710 2.5023
C 0.8783 -0.5482 -2.3879
H 0.1925 2.9056 5.0614
H -3.4138 -5.2949 0.6748
H 1.1792 4.7800 2.0174
C 1.5330 -0.6360 -1.1400
C 2.5315 0.6317 3.3941
H -2.3974 -1.2179 -2.2312
H 3.8614 0.4399 -0.2022
C 0.1936 3.0701 2.8681
C 4.3626 0.4867 1.8738
H 1.9699 2.6667 -4.9189
H 0.7440 4.4401 4.4153
C -2.0706 -0.4491 3.4415
H 3.0892 -1.6975 -0.0953
C 1.2516 3.0037 -2.3219
H -3.9141 1.2339 0.5730
C 1.6175 0.6060 2.3314
H -2.5145 -3.7984 2.1236
H -0.0166 -3.6090 2.2996
C -1.7041 0.1878 -3.7655
H -2.4694 0.9385 -3.5606
O -2.2259 3.6363 -1.9701
H -1.5581 -1.3572 3.1034
H 0.7933 -2.1611 1.6638
H -3.4389 -2.5418 1.3094
C 2.4788 -1.6616 -0.9881
H 0.7070 -1.3471 -4.3679
C 1.0522 3.7225 1.7825
H 4.5803 0.5410 4.0162
H -1.5997 1.4705 4.2554
C 3.8925 0.5299 3.1805
C 3.4762 0.4442 0.8108
N 1.1923 0.2727 -0.0885
H 3.5590 -3.2829 -1.8730
C 2.0977 0.4267 1.0147
H 2.0493 3.2770 1.7458
O -1.0488 -3.5495 -0.8783
H -1.1449 1.2394 -5.5983
H 1.8084 3.0467 4.3309
*
```

Output
energy relative to the best compared isomer or geometry (same formula, charge and spin)	137.0	kJ/mol
HOMO	-15.415	eV


(2)
H12O6 | ωB97M-V with the def2-TZVPD basis set

Geometry as ORCA input:
```
! RIJCOSX wB97M-V def2-TZVPD def2/J DEFGRID3
* xyz 0 1
H -39.2730 -1.6417 -14.0501
O -39.1259 -1.9114 -17.3727
H -41.9113 -0.4672 -16.1820
H -43.8110 -2.0220 -15.6211
H -41.1923 0.3508 -17.2050
H -41.4711 1.2015 -19.1418
H -39.8155 -0.7152 -14.9506
O -40.9672 -0.1748 -16.3388
H -39.6217 -2.1539 -18.1257
O -43.4622 -1.1462 -15.3215
H -39.6949 -1.2204 -17.1036
H -40.4930 2.0288 -18.3054
H -43.4904 -1.0799 -14.4039
H -45.8359 0.6246 -16.2705
O -44.9310 0.8602 -16.3318
O -41.2778 1.6931 -18.2899
H -44.5046 0.1029 -15.9568
O -39.2084 -0.6858 -14.1645
*
```

Output
energy relative to the best compared isomer or geometry (same formula, charge and spin)	209.8	kJ/mol
HOMO	-10.491	eV
SMILES	O.O.O.O.O.O


(3)
C24H64N5O8 | ωB97M-V with the def2-TZVPD basis set

Geometry as ORCA input:
```
! RIJCOSX wB97M-V def2-TZVPD def2/J DEFGRID3
* xyz 1 1
H 32.9250 13.6450 6.1310
H 37.2680 11.2220 -2.2410
H 35.1480 5.2870 0.1510
H 44.0410 7.8630 -6.9100
H 36.0400 13.6570 5.8960
O 43.7360 8.9890 -5.3020
H 37.5360 6.6060 -1.1880
H 31.2330 14.2620 7.6560
O 33.0300 6.5030 1.3860
H 34.7420 7.2060 2.3240
O 39.3290 7.5020 0.5180
H 39.7120 14.1470 -0.6950
H 36.8020 13.1400 -0.7370
N 40.3780 8.5930 -3.6360
H 33.6950 15.2890 4.6080
C 32.0700 6.7270 2.5080
H 34.5390 9.6970 4.9190
C 41.4840 9.4650 -4.2780
H 39.4400 9.8750 4.3210
C 36.1030 11.9630 4.0290
H 41.8910 8.2170 -6.1120
C 38.3330 8.6390 -2.1400
H 37.3700 9.0320 1.4990
O 37.5960 9.4000 -1.1740
H 45.4760 8.7520 -6.2220
C 34.9530 12.6970 4.6490
C 39.5310 13.4320 -3.3780
C 35.3080 6.2230 0.5240
H 41.8920 9.9270 -3.4940
H 32.3040 15.0940 9.1770
H 34.0510 12.8060 3.9760
H 38.6570 11.0180 2.7170
H 39.3720 12.5330 3.2520
H 36.6370 12.3430 3.1660
H 31.0740 15.9100 8.2590
C 31.8420 15.1720 8.0940
H 40.5960 13.4410 -3.2860
O 35.8380 10.5860 3.4690
H 36.2850 9.7550 5.4420
H 36.9750 11.7840 4.7060
H 39.3560 12.3550 -2.9880
C 37.5000 6.0820 -0.2740
H 34.4570 12.0100 5.3980
H 31.0060 6.6270 2.0840
H 34.4060 5.7040 2.4930
H 34.9790 15.8810 5.6230
H 40.7570 7.3040 2.1660
H 41.3400 7.2270 0.3910
H 39.0570 10.1500 -3.3730
H 37.4250 5.0430 -0.7370
H 32.2220 5.9220 3.3640
H 38.7760 7.9090 -1.6260
H 42.4660 7.5980 -4.5320
H 32.2750 7.7310 2.7930
H 36.9040 5.9150 1.5320
C 33.4880 14.4550 6.5830
C 40.7000 7.6530 0.9970
H 34.8150 7.0280 -0.0790
H 36.0340 9.7890 -2.6190
C 37.8300 12.9950 -0.7620
H 39.2100 5.5210 0.9420
C 38.9070 6.1490 0.1780
N 37.9830 12.6890 0.6460
H 39.3800 11.1930 0.5190
C 39.2340 12.0680 1.0080
O 40.5080 10.9250 2.7290
C 34.3410 6.4670 1.7440
N 35.4300 13.8490 5.2830
C 38.8210 14.1400 -1.1890
N 37.0520 9.5180 0.6410
H 36.4560 8.9950 0.1050
H 41.3210 9.4920 3.8690
H 35.8370 10.8470 -1.3470
O 38.7540 14.3490 -2.6260
H 41.0710 10.1940 -5.0160
H 40.1160 9.9430 -2.1070
C 39.3260 11.6870 2.4720
H 37.8360 12.1380 -1.3240
O 32.7090 15.5670 6.9910
C 40.5910 10.2960 3.8880
H 38.6430 15.0730 -0.5000
H 37.7080 8.1360 -2.8890
H 36.7210 10.4290 0.8160
C 36.6680 10.3110 -1.8010
H 33.8240 13.9610 7.3380
H 35.9480 8.6800 4.4510
H 40.8870 8.8530 1.0060
H 37.9790 9.3650 0.1330
C 42.4510 8.4510 -5.0440
C 35.6460 9.5890 4.5550
H 39.8390 8.0970 -4.3230
N 36.6700 6.5130 0.7750
H 37.8810 13.7650 1.3010
C 44.5150 8.0930 -6.0450
H 39.1270 13.5390 -4.5070
H 44.7150 7.1380 -5.4020
C 34.4310 14.9880 5.4910
C 39.4670 9.4200 -2.8010
H 40.1360 12.6520 0.7450
H 40.6060 10.9430 4.7910
H 39.4290 5.7260 -0.5780
*
```

Output
energy relative to the best compared isomer or geometry (same formula, charge and spin)	212.1	kJ/mol
HOMO	-10.506	eV


(4)
C68H88Cl20 | ωB97M-V with the def2-TZVPD basis set

Geometry as ORCA input:
```
! RIJCOSX wB97M-V def2-TZVPD def2/J DEFGRID3
* xyz 0 1
H 2.1727 -3.0800 4.9892
C 2.0411 -6.8880 4.4996
C 1.3252 -5.5339 -5.0765
C 3.1966 5.7991 -5.5972
Cl -3.4876 4.8838 -5.2914
C 0.5960 1.8172 -4.2255
H -0.6030 0.0755 -4.2249
H -4.3275 2.3951 0.0609
H -0.7707 2.1004 6.1144
H -0.1757 2.7105 0.1091
C -1.1371 0.9865 -0.5503
C -0.2940 -7.1444 -5.8432
C -3.2982 -3.1448 0.5716
H -1.7982 -3.3121 -0.9730
C 0.6329 -7.3084 -3.5341
C 3.0117 -2.3936 4.9186
Cl -1.1775 5.1870 -1.7269
H -6.4663 1.2197 -1.6170
H 2.0060 -2.8020 -1.3475
C -3.7273 3.9510 1.4617
C 0.3956 -0.4340 1.2551
H 1.0755 1.6289 -3.2827
H 1.4391 -7.1050 -0.0416
C -2.4018 5.4205 -4.0031
H -1.7394 0.5034 -6.4250
H -2.4941 4.3080 4.8468
Cl -1.2649 -7.9057 0.2984
H 2.3643 -0.2215 -2.8284
H -3.1170 1.7350 -4.1873
H -1.7967 1.5701 -1.1861
H -2.9748 3.8196 -2.5380
C -3.7650 -5.8259 0.1728
C 2.8777 6.4560 0.1058
Cl 6.9637 2.1365 -2.2586
H -2.9597 3.3639 1.8668
H -5.1664 -5.7277 1.7324
C 2.0803 5.5122 0.7370
Cl -0.3124 3.0197 4.0162
C -0.4601 -1.1455 0.4083
C -5.5545 0.8405 3.2886
C -1.4250 2.5929 5.3595
H -1.3949 -1.6101 4.3755
H -2.8692 6.2210 -3.5022
H -1.5909 -4.5689 5.4489
H -2.6324 -2.8905 3.9792
C 4.2209 5.0145 -6.1326
Cl -6.3989 0.2581 1.8117
C -0.2625 1.6250 0.2390
H 2.1828 -6.1520 3.7222
C 0.4950 -8.2566 5.7727
H 4.5057 6.5382 -2.6086
H -2.1787 1.8354 5.0494
C 1.2461 8.1772 0.5281
H -2.2073 -5.7096 -1.3692
C -5.5842 0.8048 -2.0647
C 1.4232 -6.1637 -3.8704
C -4.0021 3.4689 0.0282
H -4.6437 -1.0077 3.4312
H -2.5703 -0.6646 -3.9350
C 0.9565 5.9492 1.4040
H 2.8170 -2.6535 -2.8762
H -3.1136 -2.0997 0.7536
C -0.6762 2.3635 -6.6659
C 2.0312 -2.2301 -2.2972
C 1.5687 -8.7461 6.5500
H -5.8123 -1.0527 -1.1564
C 2.2609 -0.7914 -1.9206
C 0.5262 -6.0950 -6.0925
H 3.8939 6.0983 -0.2237
H -5.3064 1.9119 3.1184
H 6.1455 4.1413 -5.7776
H -6.2870 0.7844 4.0902
H 3.7375 -8.7610 6.6387
C -1.0523 -3.6595 5.0576
Cl 2.6432 2.7178 -1.4891
H 0.3079 5.3417 1.9729
C -4.3276 0.0327 3.6121
H 4.0454 1.4204 -2.8753
Cl -2.9277 -2.0669 6.1064
C 5.3368 4.7479 -5.3955
H -4.0332 -6.8658 0.0672
C -2.5673 -3.8440 -0.4276
H -4.5835 3.9118 2.1041
H -5.1180 2.6408 -2.9951
Cl 3.8005 -0.7591 -0.9534
H 3.8459 4.8278 2.8986
C 2.6953 -1.0728 5.6059
C -3.4178 -0.2474 -3.4242
H 1.1510 1.5532 1.7458
H 4.1454 -7.1848 5.0287
H -4.0477 0.1526 4.6447
C 0.2152 3.2967 -6.0790
H 0.9300 -1.0289 1.9641
H 0.5861 -5.6258 -7.0363
H 5.1867 2.8288 4.7646
C -2.8037 -5.2307 -0.6458
C 0.5060 7.2814 1.2585
C 4.4050 6.0609 -3.5591
C -4.1245 -1.0195 -2.5283
Cl 1.6663 -4.8710 0.8843
H 6.2922 5.0385 -3.5381
Cl 0.5347 -2.5803 -3.1591
C -4.2928 -3.7917 1.3103
C 2.4806 7.7505 -0.0561
C 4.3478 3.2472 4.1827
H -0.1406 -7.1135 4.2110
H -4.9147 -3.2728 1.9950
C 3.1277 -7.4099 5.2035
H 3.8655 -2.9294 5.4163
C -0.9965 1.2071 -5.9850
H -1.9791 -0.9402 -1.0807
H 4.2857 4.6622 -7.1611
H 5.4381 1.2926 -0.8437
H 5.3791 3.0645 -0.6537
H 2.6110 -1.3329 6.6441
H -0.9164 -8.4810 -4.2593
H 1.5238 -9.4193 7.3664
C 3.2573 6.3590 -4.3215
C -4.8128 1.6141 -2.9102
C -3.6925 1.1188 -3.5340
H -3.8678 -2.0387 -2.3567
H 2.4662 6.9842 -3.9642
H 0.6709 -7.7425 -2.5241
C -4.5068 -5.1464 1.1091
Cl -3.1434 5.6430 1.3608
H 4.3105 3.2585 -3.0772
H 3.5139 3.4073 4.8514
H 0.4706 -5.9554 -0.9133
C 4.7332 4.5371 3.4850
Cl 3.8718 1.9721 3.0275
H -1.0428 -7.4758 -6.5302
C -1.9447 -2.5269 4.6919
H -3.2364 3.6016 -0.6898
C -2.0785 3.9405 5.7869
H -1.3449 4.6720 6.1722
C -0.3240 0.9330 -4.8179
C 4.2421 2.3899 -2.3829
H 1.8827 -4.5490 -5.2129
H 4.9350 5.3469 4.2352
C -5.2155 -0.4749 -1.8525
H -1.1146 -5.6007 0.9682
Cl 3.3196 -2.1734 3.1596
H -1.5248 5.8173 -4.4313
C 0.4713 0.9216 1.1485
H 2.3801 6.1056 -6.2071
H 3.0678 8.4653 -0.6001
H 2.3361 4.4431 0.7333
C -2.0819 4.2630 -3.0193
H 2.0383 -5.6646 -3.0827
H 0.9468 9.2035 0.4880
C 2.8522 -8.3539 6.1888
C 5.3875 5.2293 -4.0846
Cl -0.1196 -4.1420 3.5610
Cl 6.0704 4.3273 2.3240
Cl -5.3250 4.4055 -0.7823
C 0.7631 -7.4201 4.7299
C 5.4005 2.2335 -1.3746
H -0.5088 -8.5958 5.9609
H -0.5403 -2.2409 0.4819
C -0.2240 -7.7553 -4.5901
Cl -2.8079 0.3174 2.7087
Cl -3.3130 3.7980 7.1914
C -0.3854 -6.4676 0.9958
H 1.4183 -0.3430 -1.3753
C 0.7699 -6.2474 0.0749
H -0.3126 -3.3748 5.8413
H -0.0814 -6.6762 2.0221
H 0.3185 4.1946 -6.6109
C 0.8662 3.0051 -4.8994
Cl 1.1120 -0.4072 5.0952
H -0.3920 7.5041 1.7586
H 3.4932 -0.3293 5.4012
C -1.1940 -0.4462 -0.5211
H -1.2885 2.7299 -7.4934
H 1.3928 3.7589 -4.3728
H -1.4085 3.5184 -3.4235
*
```

Output
HOMO	-9.170	eV


(5)
C6H11NO | ωB97M-V with the def2-TZVPD basis set

Geometry as ORCA input:
```
! RIJCOSX wB97M-V def2-TZVPD def2/J DEFGRID3
* xyz 0 1
C -0.2391 -1.0252 -0.8838
H -2.1237 1.7382 -0.2112
H -1.3012 0.9344 1.6795
H -1.1982 1.5023 -1.6952
H 0.1826 -2.3959 0.6937
H -0.3616 -0.6203 1.8005
H -2.5486 0.4120 -1.3208
H 2.1767 -0.5893 0.6967
C 0.0405 -2.2408 -0.3697
C -0.5282 0.2991 1.2352
H 2.8244 1.0109 0.4087
C -1.7188 0.9797 -0.8880
N -0.7876 0.0742 -0.2071
H 0.3052 -3.0635 -1.0251
C 1.9638 0.3641 0.2089
H -0.3673 -0.9418 -1.9633
C 0.7419 1.0868 1.0379
O 0.9989 2.0962 1.6853
H 1.9403 0.3787 -0.8820
*
```

Output
energy relative to the best compared isomer or geometry (same formula, charge and spin)	254.4	kJ/mol
HOMO	-7.938	eV
SMILES	C=CN(C)CC(C)=O


(6)
C6H9N | ωB97M-V with the def2-TZVPD basis set

Geometry as ORCA input:
```
! RIJCOSX wB97M-V def2-TZVPD def2/J DEFGRID3
* xyz 0 1
H -1.1719 -1.1047 -1.2216
H -1.2616 -1.7094 0.5913
H 1.2326 -0.9679 1.8860
H 1.5342 1.3468 -1.1185
H -2.3837 0.5889 0.8276
H 2.3500 0.0730 0.9953
H -0.0714 2.0460 0.7746
H 0.0866 0.6670 -2.0189
H 2.0084 -1.5615 0.4071
C 1.5618 -0.6792 0.8807
C -0.2769 1.2023 0.1232
C -1.6410 0.4424 0.0438
C 0.4269 -0.1301 0.0629
C 0.5685 0.8495 -1.0618
N -2.0254 -0.1788 -1.1368
C -0.9370 -0.8844 -0.0349
*
```

Output
energy relative to the best compared isomer or geometry (same formula, charge and spin)	560.3	kJ/mol
HOMO	-8.472	eV


(7)
C20H47As2N2O4PrSSi2Te2 | ωB97M-V with the def2-TZVPD basis set

Geometry as ORCA input:
```
! RIJCOSX wB97M-V def2-TZVPD def2/J DEFGRID3
* xyz 0 3
H 18.5011 7.7072 9.2709
H 15.7438 12.6484 7.2961
H 9.3191 18.1051 5.2164
As 11.9078 8.2218 6.9073
N 10.1522 17.5619 5.3810
H 19.1960 10.9773 8.6783
H 17.9980 15.5445 4.1020
O 12.2173 13.2062 6.5165
O 12.9609 11.9455 8.4245
O 11.2568 13.6478 8.6801
H 17.3723 12.9712 6.8600
H 8.2287 5.1441 5.4083
C 10.0510 7.8136 6.3991
H 12.2828 17.1320 9.1793
C 8.4932 6.1901 5.6685
H 9.8947 16.6227 5.0472
H 10.4538 5.6424 6.3938
S 12.3981 13.1972 7.9824
H 18.6298 10.5096 6.1620
C 7.8670 8.4892 5.7231
H 18.2044 10.6297 10.1260
C 8.7820 10.8145 8.5330
C 10.3717 17.5850 6.9179
H 8.4985 11.5525 4.7438
Te 16.3475 11.2936 4.9711
H 11.0468 8.8790 9.2561
H 15.1323 8.6604 7.5636
H 16.2954 16.8778 6.6808
H 17.4131 15.7230 7.2539
C 18.3244 7.9007 8.2077
H 17.8167 7.0186 7.8475
H 9.6320 17.0273 7.4896
H 17.7046 9.0866 5.5873
Pr 12.6041 11.0040 5.6430
Te 11.7010 10.6772 3.1160
C 16.3662 12.8742 6.4595
H 6.5718 6.9217 5.1344
H 8.7007 11.8724 8.6693
C 16.4186 15.8486 6.9025
H 11.2671 15.9544 8.8102
H 8.4499 12.7052 6.1521
C 9.7723 6.4867 6.1378
H 11.5982 7.1908 9.2396
H 13.0575 15.1284 8.1490
C 9.1024 8.8248 6.2170
H 19.3047 7.8852 7.6432
H 17.2923 14.0770 3.4608
C 8.3244 11.6655 5.7821
H 15.4109 8.9321 9.3228
H 17.6510 11.8370 9.0862
C 11.8040 17.0578 7.1439
N 12.0763 16.4772 8.4516
H 13.8287 14.9261 5.2426
H 7.1369 9.2461 5.5482
C 11.8302 8.1844 8.8902
As 9.6529 10.6068 6.7443
C 12.9244 6.5925 6.5588
H 12.5831 5.7545 7.1003
H 11.9485 16.2494 6.4701
H 7.8503 10.2874 8.5729
H 10.2877 18.6051 7.2202
H 12.7129 8.6318 9.3510
C 17.6854 14.5086 4.3768
C 7.5765 7.1491 5.4266
Si 16.2354 14.5333 5.5760
H 15.0868 10.3027 8.2289
O 13.5760 14.2261 8.1785
H 12.9056 6.3749 5.4671
C 15.5451 9.3130 8.3317
C 14.6985 14.6371 4.5887
H 12.4875 17.8685 6.9180
C 18.1346 10.8662 9.0600
H 15.7309 15.5077 7.6679
H 14.3823 13.6512 4.1661
H 13.9440 6.8257 6.8769
H 9.3769 10.4218 9.3838
H 18.5263 13.9579 4.7446
H 14.8368 15.3064 3.7362
C 17.6317 10.0098 6.2241
H 7.3640 11.3382 6.1309
Si 17.3609 9.5136 8.0134
*
```

Output
energy relative to the best compared isomer or geometry (same formula, charge and spin)	0.0	kJ/mol
⟨S²⟩	2.01
HOMO (alpha / beta)	-6.538 / -6.602	eV